No. 1
{
  "formula": "C5H9N2",
  "method": "the ωB97M-V functional and the def2-TZVPD basis",
  "smiles": "C[C@H]1C=CC(=[NH2+])N1",
  "total_charge": 1,
  "homo_lumo_gap_ev": 10.6,
  "species": ["C", "C", "C", "C", "C", "N", "N", "H", "H", "H", "H", "H", "H", "H", "H", "H"],
  "xyz": [[-1.97, -0.48, 0.39], [-0.97, -0.03, -0.60], [-0.52, 1.32, -0.21], [0.77, 1.28, 0.15], [1.30, 0.01, -0.05], [2.50, -0.61, 0.12], [0.31, -0.76, -0.46], [-1.50, -0.13, 1.31], [-2.14, -1.54, 0.35], [-2.90, 0.09, 0.30], [-1.33, -0.04, -1.57], [-0.98, 2.23, -0.31], [1.45, 2.13, 0.32], [3.14, -0.10, 0.74], [2.32, -1.65, 0.31], [0.52, -1.72, -0.80]],
  "nbo_charge": [-0.60, -0.10, -0.01, -0.31, 0.51, -0.74, -0.50, 0.22, 0.24, 0.25, 0.25, 0.25, 0.26, 0.43, 0.42, 0.43]
}


No. 2
{
  "formula": "C5H9N2O",
  "method": "the ωB97M-V functional and the def2-TZVPD basis",
  "total_charge": 1,
  "homo_lumo_gap_ev": 10.8,
  "species": ["C", "C", "C", "C", "C", "N", "N", "O", "H", "H", "H", "H", "H", "H", "H", "H", "H"],
  "xyz": [[-1.34, 2.48, -0.06], [-1.15, 1.31, 0.08], [0.87, -0.47, 0.22], [-1.84, -0.96, -0.47], [-1.04, -0.02, 0.53], [1.57, 0.65, 0.08], [1.38, -1.69, 0.16], [2.95, 0.71, -0.27], [-1.65, 3.40, -0.45], [-2.77, -0.38, -0.86], [-2.25, -1.79, 0.20], [-1.24, -1.25, -1.40], [-1.10, -0.32, 1.50], [1.26, 1.58, -0.17], [0.87, -2.40, 0.67], [2.22, -1.77, -0.37], [3.26, 0.94, 0.59]],
  "nbo_charge": [-0.10, -0.12, 0.51, -0.65, -0.14, -0.30, -0.76, -0.51, 0.26, 0.26, 0.24, 0.25, 0.24, 0.44, 0.45, 0.44, 0.49]
}


No. 3
{
  "formula": "C5H9N2O",
  "method": "the ωB97M-V functional and the def2-TZVPD basis",
  "total_charge": 1,
  "homo_lumo_gap_ev": 8.5,
  "species": ["C", "C", "C", "C", "C", "N", "N", "O", "H", "H", "H", "H", "H", "H", "H", "H", "H"],
  "xyz": [[-2.35, -0.82, 0.12], [-1.19, -0.99, -0.57], [-2.30, 0.45, 0.72], [-0.41, 0.20, -0.35], [0.85, 0.49, -0.84], [1.73, -0.73, 0.80], [1.51, 1.60, -0.74], [-1.16, 1.07, 0.38], [-3.02, -1.60, 0.33], [-0.73, -1.95, -0.89], [-3.13, 1.13, 0.96], [1.20, -0.26, -1.48], [2.76, -0.61, 1.04], [1.62, -1.73, 0.60], [1.28, -0.39, 1.57], [1.01, 2.38, -0.40], [2.32, 1.76, -1.24]],
  "nbo_charge": [-0.30, -0.17, 0.18, 0.12, 0.25, -1.01, -0.68, -0.37, 0.26, 0.25, 0.24, 0.24, 0.39, 0.39, 0.38, 0.42, 0.42]
}


No. 4
{
  "formula": "C5H9N2O2",
  "method": "the ωB97M-V functional and the def2-TZVPD basis",
  "smiles": "CC(C)/N=[NH+]/OC=C=O",
  "total_charge": 1,
  "homo_lumo_gap_ev": [8.1, 8.1],
  "species": ["C", "C", "C", "N", "N", "O", "C", "C", "O", "H", "H", "H", "H", "H", "H", "H", "H", "H"],
  "xyz": [[0.78, -1.84, -0.90], [1.12, -0.35, -0.69], [2.10, -0.08, 0.46], [-0.16, 0.20, -0.25], [-0.28, 0.91, 0.74], [-1.42, 1.40, 1.19], [-2.44, 1.10, 0.35], [-3.67, 1.48, 0.62], [-4.79, 1.64, 0.55], [0.53, -2.44, 0.00], [-0.15, -1.99, -1.58], [1.59, -2.15, -1.43], [1.48, 0.22, -1.62], [3.05, -0.31, 0.02], [1.84, -0.67, 1.29], [2.12, 1.02, 0.57], [0.59, 1.22, 1.30], [-2.29, 0.61, -0.64]],
  "nbo_charge": [-0.61, -0.08, -0.65, -0.07, 0.12, -0.21, -0.32, 0.72, -0.32, 0.24, 0.24, 0.23, 0.27, 0.26, 0.23, 0.20, 0.43, 0.30]
}


No. 5
{
  "formula": "C5H9N2O4P",
  "method": "the ωB97M-V functional and the def2-TZVPD basis",
  "smiles": "COP(=O)(OC)C1(C(C)=O)N=N1",
  "homo_lumo_gap_ev": 10.0,
  "species": ["C", "O", "P", "O", "O", "C", "C", "C", "C", "O", "N", "N", "H", "H", "H", "H", "H", "H", "H", "H", "H"],
  "xyz": [[-1.71, 0.09, 2.26], [-1.55, -0.28, 0.90], [-0.05, -0.58, 0.38], [0.93, -0.84, 1.43], [-0.25, -1.80, -0.58], [-0.31, -3.06, 0.14], [0.40, 0.53, -1.01], [0.83, 1.96, -0.59], [1.57, 2.66, -1.68], [0.52, 2.27, 0.54], [-0.04, 0.21, -2.38], [1.09, -0.15, -2.13], [-0.72, 0.55, 2.72], [-2.17, -0.67, 2.77], [-2.50, 0.89, 2.37], [0.32, -3.78, -0.47], [-1.38, -3.49, -0.05], [-0.20, -2.95, 1.22], [2.64, 2.93, -1.40], [1.00, 3.54, -1.93], [1.59, 1.98, -2.51]],
  "nbo_charge": [-0.26, -0.80, 2.37, -1.08, -0.83, -0.28, -0.39, 0.58, -0.73, -0.52, 0.00, 0.00, 0.22, 0.18, 0.18, 0.21, 0.19, 0.22, 0.26, 0.25, 0.22]
}


No. 6
{
  "formula": "C5H9N2OS",
  "method": "the ωB97M-V functional and the def2-TZVPD basis",
  "total_charge": 1,
  "homo_lumo_gap_ev": 8.2,
  "species": ["C", "C", "C", "C", "C", "N", "N", "O", "S", "H", "H", "H", "H", "H", "H", "H", "H", "H"],
  "xyz": [[-2.76, 2.11, 0.19], [-1.11, -0.26, -1.31], [-0.81, -1.40, -0.26], [-1.13, 0.97, 1.06], [-1.34, -0.05, 0.16], [-1.61, 2.21, 0.62], [0.44, -1.79, 0.12], [-3.80, 1.77, -0.18], [2.09, 2.11, 0.11], [-0.33, 0.38, -1.64], [-1.95, -0.43, -1.93], [-1.80, -1.95, -0.34], [-0.86, 0.95, 2.06], [-0.89, 2.95, 0.70], [2.72, 0.89, 0.66], [1.07, -2.04, -0.66], [0.41, -2.52, 0.85], [2.90, 2.65, -0.79]],
  "nbo_charge": [1.00, -0.43, -0.03, -0.10, 0.05, -0.61, -0.84, -0.29, -0.39, 0.25, 0.24, 0.21, 0.24, 0.50, 0.22, 0.40, 0.40, 0.18]
}


These records have ΔE to the lowest compared entry with this formula, charge and spin values of 36.8; 134.0; 49.7; 173.3; 0.0; 119.4 kcal/mol, in the order they appear.